## w
C30H33N7O5STi as an isolated structure. Source: OMol25; level of theory: ωB97M-V/def2-TZVPD.

The geometry in XYZ format:
```
77
Properties=species:S:1:pos:R:3:lowdin_charge:R:1
Ti 0.085 1.511 -0.254 1.062
S 2.019 -1.266 -1.206 0.525
O 3.233 -0.600 -0.797 -0.288
O 1.972 -1.809 -2.536 -0.265
O -2.308 2.037 -3.785 0.068
O -0.029 0.123 -4.081 0.137
O 0.796 -0.444 -0.921 -0.422
N -2.062 -1.357 -1.611 0.112
N 1.536 0.805 1.297 0.064
N -2.298 2.004 0.124 -0.111
N -0.477 3.567 -1.213 0.026
N -0.944 -0.184 1.034 -0.083
N 1.758 2.351 -0.618 -0.121
N -0.835 1.176 -2.216 0.042
C -1.394 5.888 -2.405 -0.038
C 1.323 -4.718 1.700 -0.277
C 0.691 -3.466 -0.270 -0.050
C -0.498 2.638 1.544 -0.195
C 1.793 -2.636 -0.097 -0.261
C -2.670 -2.518 -1.365 -0.141
C 1.064 -5.847 2.661 -0.053
C 3.712 1.019 2.224 0.000
C -1.945 2.947 1.212 -0.261
C -1.272 3.517 -2.278 -0.180
C 2.132 -0.486 3.194 -0.021
C 2.430 -3.891 1.842 -0.040
C 0.458 -4.493 0.626 -0.037
C -1.539 2.143 -2.840 -0.486
C 2.671 -2.852 0.948 -0.057
C 1.238 -0.124 2.204 -0.243
C -2.514 -3.643 -2.155 -0.071
C 3.384 0.111 3.212 -0.043
C -0.096 4.760 -0.753 -0.122
C -1.770 4.652 -2.898 0.022
C -0.644 0.047 -3.051 -0.416
C 2.999 2.234 0.105 -0.213
C -2.298 0.061 1.548 -0.189
C -0.094 -0.803 2.062 -0.104
C -0.529 5.944 -1.320 -0.038
C 2.758 1.334 1.268 -0.248
C -3.096 0.859 0.544 -0.189
C -1.271 -1.280 -2.677 -0.193
C -1.666 -3.562 -3.252 -0.051
C -1.032 -2.363 -3.517 0.008
H 4.104 -0.153 3.976 0.112
H -3.038 -4.558 -1.911 0.103
H 1.120 -6.811 2.151 0.083
H -0.191 6.888 -0.916 0.108
H -4.046 1.165 1.001 0.125
H -2.202 0.619 2.482 0.111
H -3.314 -2.547 -0.491 0.106
H 1.858 -1.242 3.918 0.121
H -0.611 -0.774 3.024 0.131
H 1.793 -5.853 3.470 0.073
H 0.111 3.525 1.727 0.044
H -2.414 4.523 -3.756 0.124
H 0.578 4.748 0.092 0.109
H -2.811 -0.879 1.783 0.128
H 3.119 -4.061 2.662 0.112
H 3.367 3.207 0.460 0.125
H -3.298 0.256 -0.340 0.101
H -2.645 2.841 2.051 0.110
H -2.779 2.470 -0.635 0.110
H 0.028 -3.302 -1.109 0.092
H -1.019 -0.808 0.231 0.077
H 1.845 2.960 -1.420 0.074
H -0.403 -5.138 0.490 0.115
H -2.068 3.962 0.836 0.101
H 4.693 1.472 2.174 0.122
H 0.068 -5.770 3.101 0.079
H -0.410 2.009 2.431 0.045
H 3.529 -2.202 1.058 0.112
H 0.085 -1.858 1.834 0.121
H -1.754 6.798 -2.868 0.112
H -1.501 -4.422 -3.887 0.112
H 3.789 1.779 -0.504 0.121
H -0.354 -2.232 -4.347 0.126
```

The calculation puts the LUMO energy at 0.05 eV. As for the highest occupied orbital energy: -8.3 eV. The calculation puts the orbital gap at 8.3 eV.


## x
C30H33N7O5STi as an isolated structure. Source: OMol25; level of theory: ωB97M-V/def2-TZVPD.

The geometry in XYZ format:
```
77
Properties=species:S:1:pos:R:3:lowdin_charge:R:1
Ti 1.078 -0.450 0.920 1.060
S -1.946 -1.725 -0.161 0.531
O 3.772 -2.991 -1.396 0.065
O -0.614 -1.037 -0.266 -0.432
O 0.963 -3.648 -1.552 0.133
O -2.038 -2.793 -1.117 -0.263
O -2.307 -2.002 1.208 -0.284
N 2.882 0.826 -0.048 -0.119
N -0.697 0.403 1.968 0.060
N 1.944 -1.783 -0.650 0.050
N 3.160 -1.360 1.655 0.037
N 0.816 -0.385 -2.880 0.110
N 0.631 -1.649 2.325 -0.119
N 0.259 1.391 -0.344 -0.082
C -2.928 -0.003 -2.052 -0.049
C -0.469 -0.331 -4.895 -0.073
C -0.766 -1.682 -4.755 -0.053
C 0.320 0.269 -3.931 -0.143
C 0.544 -1.678 -2.758 -0.191
C -4.779 1.142 -0.339 -0.040
C 3.659 -1.258 2.894 -0.120
C -3.969 0.108 0.115 -0.056
C -0.254 -2.368 -3.671 0.007
C -2.762 1.435 3.461 -0.043
C -2.129 0.273 3.857 0.000
C -4.673 1.619 -1.640 -0.277
C -1.344 1.488 1.546 -0.246
C -3.038 -0.454 -0.743 -0.262
C -2.375 2.047 2.279 -0.021
C 1.149 -2.461 -1.609 -0.419
C 2.536 1.706 -1.155 -0.190
C -3.738 1.027 -2.491 -0.037
C -0.367 -1.489 3.350 -0.215
C 5.074 -2.661 1.041 0.021
C 3.843 -2.080 0.765 -0.175
C 3.172 -2.335 -0.555 -0.484
C 5.599 -2.517 2.308 -0.040
C -0.943 2.040 0.207 -0.105
C 4.868 -1.814 3.259 -0.042
C 1.857 1.262 2.045 -0.193
C -1.098 -0.223 3.072 -0.251
C 3.107 1.535 1.235 -0.262
C 1.231 2.387 -0.816 -0.187
C -5.555 2.733 -2.137 -0.052
H -5.508 1.586 0.330 0.112
H -0.446 -3.416 -3.495 0.125
H 0.850 2.937 -1.684 0.127
H 3.059 -0.716 3.609 0.107
H -4.959 3.569 -2.506 0.080
H 1.166 2.105 2.020 0.047
H 5.224 -1.700 4.273 0.108
H 3.658 0.233 -0.308 0.109
H -2.209 -0.470 -2.715 0.096
H -2.425 -0.259 4.751 0.122
H -1.391 -2.188 -5.479 0.111
H 6.550 -2.963 2.566 0.112
H 2.039 1.036 3.097 0.045
H -3.565 1.851 4.057 0.112
H -0.849 0.252 -5.724 0.102
H -4.038 -0.263 1.129 0.112
H -6.207 3.103 -1.347 0.073
H 0.082 -1.438 4.354 0.125
H 3.995 1.126 1.707 0.100
H -1.793 1.913 -0.469 0.121
H -2.878 2.931 1.907 0.122
H 1.178 -2.492 2.435 0.076
H -6.185 2.393 -2.961 0.083
H 3.307 2.597 1.045 0.110
H -0.774 3.115 0.298 0.131
H -3.652 1.381 -3.513 0.115
H 5.552 -3.223 0.252 0.123
H -0.028 0.806 -1.134 0.085
H -1.102 -2.303 3.352 0.122
H 2.412 1.088 -2.043 0.096
H 3.311 2.461 -1.332 0.125
H 1.378 3.110 -0.012 0.110
H 0.575 1.322 -4.008 0.105
```

The calculation puts the LUMO energy at 0.10 eV. As for the highest occupied orbital energy: -8.3 eV. The calculation puts the orbital gap at 8.4 eV.


Energy ordering: w at the bottom, the next structure 9.1 kJ/mol above.


## w
One molecule with the formula C15H18N2O3. Source: OMol25; level of theory: ωB97M-V/def2-TZVPD.

The geometry in XYZ format:
```
38
Properties=species:S:1:pos:R:3:lowdin_charge:R:1
O -1.715 -1.772 0.084 0.071
O -3.463 -2.559 1.046 0.092
O 0.926 2.417 0.231 0.057
N -2.876 -1.693 0.431 -0.337
N 1.758 0.317 0.184 -0.025
C 3.124 0.789 0.355 -0.324
C 0.759 1.216 0.081 -0.448
C -5.261 1.651 -0.434 -0.061
C -5.799 0.371 -0.438 -0.064
C 3.869 -1.313 -0.864 -0.199
C -3.627 -0.514 0.096 -0.098
C 1.591 -1.117 0.132 -0.139
C -4.985 -0.704 -0.152 0.001
C -1.667 1.092 0.399 -0.026
C -0.591 0.678 -0.261 0.007
C -3.064 0.768 0.093 -0.132
C 4.001 0.205 -0.761 -0.145
C -3.924 1.842 -0.153 -0.019
C 3.661 0.491 1.754 -0.032
C 2.401 -1.695 -1.029 -0.165
H 2.021 -1.291 -1.970 0.117
H 4.270 -1.787 0.034 0.106
H 4.621 0.984 1.887 0.081
H -1.534 1.806 1.204 0.133
H 0.536 -1.369 0.039 0.091
H 5.040 0.483 -0.581 0.115
H -5.892 2.502 -0.642 0.108
H -3.511 2.839 -0.135 0.123
H 2.284 -2.779 -1.050 0.113
H 3.798 -0.574 1.920 0.065
H 3.077 1.878 0.238 0.139
H -6.845 0.217 -0.650 0.107
H -0.665 0.028 -1.120 0.123
H 1.950 -1.548 1.073 0.129
H 3.693 0.649 -1.710 0.120
H 4.450 -1.674 -1.714 0.109
H -5.378 -1.709 -0.120 0.121
H 2.970 0.874 2.501 0.086
```

The calculation puts the LUMO energy at -0.42 eV. As for the highest occupied orbital energy: -9.0 eV. As for the structure (SMILES): C[C@H]1CCCCN1C(=O)/C=C/c1ccccc1[N+](=O)[O-]. The calculation puts the orbital gap at 8.6 eV.


## x
One molecule with the formula C15H18N2O3. Source: OMol25; level of theory: ωB97M-V/def2-TZVPD.

The geometry in XYZ format:
```
38
Properties=species:S:1:pos:R:3:lowdin_charge:R:1
O -0.712 1.378 -1.477 0.116
O 1.085 -1.570 -2.076 0.017
O -2.515 2.207 0.767 0.070
N -0.306 2.210 1.176 -0.055
N -0.727 -0.531 -0.256 0.038
C 0.995 1.601 1.363 -0.144
C 1.125 3.941 1.838 -0.163
C -0.343 -1.880 -0.166 -0.133
C -1.443 0.067 0.861 -0.026
C 0.608 -2.365 -1.075 -0.211
C -0.236 3.662 1.216 -0.134
C 1.966 2.781 1.311 -0.158
C -0.462 0.197 -1.371 -0.386
C -0.347 -4.030 0.918 -0.088
C -0.830 -2.736 0.814 -0.016
C -1.467 1.604 0.873 -0.479
C 1.101 -3.655 -0.952 0.003
C -0.964 -1.209 -3.357 0.002
C 0.631 -4.484 0.052 -0.086
C 0.161 -0.593 -2.519 -0.255
H -0.980 -0.275 1.792 0.131
H 0.743 0.102 -3.133 0.162
H -0.542 -1.737 -4.208 0.089
H 1.038 1.103 2.341 0.127
H -1.592 -2.402 1.499 0.106
H -2.491 -0.252 0.834 0.143
H 1.218 0.863 0.589 0.116
H -0.737 -4.679 1.686 0.103
H 2.864 2.601 1.899 0.110
H 1.061 3.896 2.926 0.113
H 2.254 2.974 0.278 0.116
H 1.521 4.913 1.550 0.110
H 1.018 -5.487 0.143 0.103
H 1.849 -3.986 -1.653 0.121
H -1.624 -0.422 -3.712 0.093
H -1.539 -1.914 -2.758 0.089
H -1.077 4.052 1.792 0.125
H -0.305 4.055 0.196 0.133
```

The calculation puts the LUMO energy at 0.73 eV. As for the highest occupied orbital energy: -8.5 eV. As for the structure (SMILES): C[C@@H]1Oc2ccccc2N(CC(=O)N2CCCC2)C1=O. The calculation puts the orbital gap at 9.2 eV.


Energy ordering: x at the bottom, the next structure 332.3 kJ/mol above.


## w
One molecule with the formula CHF2NO2S. Source: OMol25; level of theory: ωB97M-V/def2-TZVPD.

The geometry in XYZ format:
```
8
Properties=species:S:1:pos:R:3:lowdin_charge:R:1
S 1.260 -0.457 0.245 0.855
F 1.600 -1.737 -0.989 -0.294
F 3.869 0.004 0.349 0.100
O 1.428 -1.014 1.532 -0.272
O 2.798 1.775 -0.430 0.209
N -0.039 0.291 -0.137 -0.149
C 2.755 0.695 0.011 -0.459
H -0.713 -0.440 -0.143 0.010
```

The calculation puts the LUMO energy at -1.26 eV. As for the highest occupied orbital energy: -11.5 eV. As for the structure (SMILES): N=[S@@](=O)(F)C(=O)F. The calculation puts the orbital gap at 10.2 eV.


## x
A 2-piece molecular cluster, CHF2NO2S overall. Source: OMol25; level of theory: ωB97M-V/def2-TZVPD.

The geometry in XYZ format:
```
8
Properties=species:S:1:pos:R:3:lowdin_charge:R:1
S 0.444 1.081 1.511 0.750
F 2.205 0.336 -1.264 0.165
F 0.269 1.014 -1.809 0.169
O 0.436 -0.933 -0.714 0.118
O -1.897 -0.637 1.218 -0.126
N -0.992 0.495 1.583 -0.557
C 0.919 0.046 -1.198 -0.653
H -1.384 -1.402 0.675 0.132
```

The calculation puts the LUMO energy (alpha / beta) at -1.32 / -1.32 eV. As for the highest occupied orbital energy (alpha / beta): -8.7 / -8.7 eV. As for the structure (SMILES): O=C(F)F.ON=S. The calculation puts the orbital gap (alpha / beta) at 7.4 / 7.4 eV.


Energy ordering: w at the bottom, the next structure 125.6 kJ/mol above.